No. 1
A cluster of 4 separate species, C3H13NO3 in total. Source: the Open Molecules 2025 dataset; level of theory: ωB97M-V with the def2-TZVPD basis set.

Values from the calculation:
Net charge = 0
SMILES = C=C(C)N.O.O.O
Highest occupied orbital energy = -7.599 eV
Multiplicity = 1

XYZ file:
```
20
Properties=species:S:1:pos:R:3:nbo_charge:R:1
C 1.36158 0.23468 0.23993 -0.67
C 0.50945 -0.35001 1.19616 0.28
C 0.85484 -1.64214 1.84655 -0.69
N -0.74197 0.07169 1.72764 -0.80
H 0.89619 0.06638 -0.80943 0.21
H 2.42921 0.24986 0.35198 0.21
H 0.52121 -2.63046 1.28194 0.22
H 0.34458 -1.67650 2.75107 0.21
H 1.98605 -1.63227 1.83849 0.25
H -1.40239 -0.72329 1.72750 0.38
H -1.03648 0.96264 1.31639 0.40
O -1.23778 5.76139 1.03333 -0.92
H -0.70619 6.06102 1.68188 0.46
H -1.64155 6.59105 0.67741 0.47
O -2.26670 -1.34046 -0.54720 -0.92
H -1.59424 -1.70832 0.02156 0.45
H -1.68816 -0.67439 -0.98799 0.47
O 1.50474 -2.63330 -4.91260 -0.92
H 0.76540 -2.06245 -4.66429 0.46
H 1.14220 -2.92510 -5.77032 0.46
```

No. 2
A cluster of 2 separate species, C5H14N4 in total. Source: the Open Molecules 2025 dataset; level of theory: ωB97M-V with the def2-TZVPD basis set.

Values from the calculation:
Net charge = 0
SMILES = C=NN(C)CNC.C=N
Highest occupied orbital energy = -8.376 eV
Multiplicity = 1

XYZ file:
```
23
Properties=species:S:1:pos:R:3:nbo_charge:R:1
C -1.48061 -1.56140 1.49821 -0.23
N -1.46111 -1.61278 0.23036 -0.21
N -0.43255 -1.21927 -0.51352 -0.27
C -0.58804 -1.38691 -1.93739 -0.40
C 0.84067 -0.80464 0.00931 -0.06
N 0.83326 0.59739 0.41562 -0.63
C 2.11956 1.04252 0.92071 -0.42
H -0.68024 -1.20448 2.14258 0.15
H -2.38584 -1.89468 1.97540 0.19
H -1.63310 -1.60915 -2.13704 0.23
H -0.30681 -0.47282 -2.46324 0.19
H 0.03231 -2.20895 -2.30939 0.18
H 1.12177 -1.46993 0.84940 0.16
H 1.59285 -0.92321 -0.77714 0.19
H 0.05827 0.79607 1.09898 0.40
H 2.85385 1.00195 0.11389 0.19
H 2.02774 2.07105 1.26402 0.21
H 2.49016 0.42617 1.75162 0.17
C -0.62494 2.19674 -0.55491 0.01
N -1.55870 2.09261 0.31862 -0.70
H 0.09034 3.00301 -0.42351 0.16
H -0.60849 1.69908 -1.52910 0.15
H -2.30036 1.44162 0.05652 0.34
```

No. 3
A cluster of 2 separate species, C10H22FIN2 in total. Source: the Open Molecules 2025 dataset; level of theory: ωB97M-V with the def2-TZVPD basis set.

Values from the calculation:
Net charge = +2
Highest occupied orbital energy = -15.601 eV
Multiplicity = 1

XYZ file:
```
36
Properties=species:S:1:pos:R:3:nbo_charge:R:1
C -1.14219 1.83899 0.72247 -0.41
C -1.54532 -0.67889 0.90219 -0.43
C 0.18474 1.56106 -0.08146 -0.39
C -0.14537 -0.97170 0.33021 -0.44
C -2.14314 0.69810 0.47134 -0.03
C 0.84319 0.20184 0.36655 -0.06
C 4.08005 -1.07842 0.11763 -0.66
C -4.64839 0.78223 0.40793 -0.44
C 2.75037 -1.35222 -0.48744 -0.01
C 3.14389 -1.42142 -2.59431 0.08
N -3.44398 0.89171 1.22936 -0.49
N 1.99176 -0.04077 -0.49414 -0.59
F 3.98575 -0.44673 -2.73498 -0.31
I 1.26275 -1.24218 -3.50936 0.20
H -0.84107 1.86368 1.69080 0.22
H -1.56887 2.64815 0.30357 0.23
H -2.13370 -1.48434 0.88556 0.24
H -1.32456 -0.65995 1.94853 0.21
H -0.07519 1.44310 -1.08583 0.22
H 0.97051 2.29089 0.21389 0.25
H 0.12777 -1.94785 0.87047 0.26
H -0.16552 -1.39487 -0.72349 0.23
H -2.34423 0.63711 -0.55723 0.22
H 1.05188 0.24536 1.46571 0.23
H 3.88983 -0.28354 0.79159 0.21
H 4.34262 -1.82378 0.74447 0.26
H 4.73297 -0.75730 -0.68249 0.25
H -4.67893 1.51099 -0.37053 0.25
H -4.75302 -0.29119 0.19578 0.24
H -5.57861 0.98085 0.96838 0.26
H 2.09133 -2.12254 -0.23347 0.22
H 3.57672 -2.39018 -2.79427 0.21
H -3.45275 0.16546 1.89607 0.44
H -3.28615 1.84904 1.64910 0.45
H 1.59518 0.01020 -1.41233 0.44
H 2.64968 0.76912 -0.41026 0.45
```

No. 4
A structure of composition C30H102AlF3IN36O24. Source: the Open Molecules 2025 dataset; level of theory: ωB97M-V with the def2-TZVPD basis set.

Values from the calculation:
Net charge = +1
Highest occupied orbital energy = -8.432 eV
Multiplicity = 1

XYZ file:
```
197
Properties=species:S:1:pos:R:3:mulliken_charge:R:1
Al 12.60398 19.13251 16.97796 -1.01
C 12.57733 17.99644 14.08892 0.06
O 12.27506 16.68930 14.33978 -0.15
O 12.15086 18.80294 15.17658 0.38
C 14.21382 18.10146 13.84107 -0.19
F 15.17364 18.05189 14.89027 -0.22
F 14.85208 17.39044 12.89807 0.08
F 14.44849 19.35285 13.54121 -0.10
C 11.19524 15.95148 13.63227 0.64
C 11.39302 14.46031 13.94967 0.06
H 11.11317 14.21964 14.96481 0.16
H 10.56287 13.99490 13.35539 -0.48
H 12.25462 13.94953 13.53484 -0.05
H 11.36758 16.43363 12.69865 0.76
H 10.16543 16.30335 13.97753 -0.60
H 12.10363 18.45931 13.15059 0.43
I 8.82106 21.60661 15.91051 -0.59
C 11.57870 22.17547 6.89743 -0.86
C 13.06675 22.07268 6.59828 -0.38
O 13.86354 22.00894 7.75311 -0.33
H 11.38386 23.23776 7.13503 0.27
H 11.35974 21.41422 7.64107 0.05
H 10.99072 21.96987 6.02752 0.41
H 13.35380 22.96234 5.98536 0.29
H 13.25638 21.15068 6.06394 0.38
H 14.87245 22.02657 7.60633 0.24
C 9.09530 12.74158 15.90830 -0.72
C 8.31256 13.85768 16.51690 -0.45
O 8.88934 15.06652 16.07787 -0.25
H 9.04077 12.70732 14.81266 0.05
H 8.73562 11.81741 16.36193 0.49
H 10.14447 12.90079 16.07907 0.12
H 8.43934 13.88913 17.60365 0.28
H 7.24796 13.93076 16.36529 0.38
H 8.60795 15.20931 15.14337 0.16
C 14.90504 22.77803 13.91757 0.74
C 16.32697 23.28814 13.64774 -0.26
O 16.30367 24.24269 12.54210 -0.60
H 14.18568 23.57180 14.01396 0.15
H 14.75785 22.22778 14.85868 -0.59
H 14.60946 22.10631 13.08368 -0.07
H 16.90774 22.41023 13.29024 0.08
H 16.79195 23.64766 14.57974 0.28
H 15.63989 24.89861 12.67181 0.28
C 8.23928 9.19785 12.54114 -1.32
C 8.84606 10.46877 11.98733 0.01
O 10.29525 10.46381 12.22725 -0.51
H 7.18291 9.16829 12.30706 0.38
H 8.47289 9.10111 13.61326 0.31
H 8.70460 8.30466 12.08576 0.36
H 8.40818 11.35754 12.44205 0.14
H 8.72911 10.58726 10.91854 0.28
H 10.60497 9.53445 12.20321 0.22
C 18.70274 19.72107 14.37313 0.50
O 18.49698 19.96115 15.56540 -0.83
N 17.94837 18.95511 13.57841 0.55
N 19.74518 20.42298 13.69315 -0.46
H 18.40782 18.70997 12.65260 0.35
H 17.33590 18.27174 14.01807 -0.64
H 20.28967 21.05387 14.27124 0.27
H 20.13939 19.99488 12.87769 0.20
C 8.19959 15.38129 12.32613 0.47
O 8.02941 14.74953 13.37946 -0.82
N 8.91854 14.88354 11.32648 -0.24
N 7.59079 16.53781 12.13797 -0.28
H 9.22187 15.52268 10.59072 0.26
H 9.56753 14.16513 11.59975 0.10
H 6.74063 16.59606 12.63775 0.26
H 7.73049 17.09694 11.32713 0.16
C 13.54990 17.79293 9.10030 0.45
O 14.69418 17.60798 8.74592 -0.67
N 12.81391 16.83514 9.78759 0.04
N 12.83604 19.03438 8.94619 -0.28
H 13.26235 15.98790 10.15651 0.04
H 11.85225 16.96600 9.99108 0.02
H 12.24810 19.35119 9.74565 0.17
H 13.40161 19.79795 8.63980 0.20
C 13.20492 26.35836 11.48610 0.60
O 14.35105 26.43488 11.89969 -0.67
N 12.72623 27.11887 10.48424 -0.41
N 12.24763 25.54022 12.04742 -0.45
H 13.31093 27.69013 9.88179 0.27
H 11.79452 27.05082 10.11699 0.17
H 11.28843 25.91284 12.10842 0.23
H 12.49715 25.16431 12.95704 0.12
C 13.83172 16.69984 17.80932 0.33
O 13.75631 17.96304 17.51943 -0.07
N 13.91900 16.21557 19.06014 -0.26
N 13.69679 15.72598 16.95251 0.58
H 14.41284 16.82604 19.63645 0.24
H 13.81083 15.26614 19.15061 0.15
H 13.59247 16.10286 16.02237 -0.73
H 13.57696 14.71693 17.08271 0.33
C 12.96190 13.02354 11.16581 0.42
O 13.55647 13.79135 10.36680 -0.86
N 11.63982 12.74727 10.97636 -0.17
N 13.43875 12.40685 12.22299 -0.08
H 11.42359 13.02662 9.99236 0.27
H 11.21419 11.89376 11.33103 0.23
H 14.40433 12.69045 12.48850 -0.04
H 12.95972 11.79875 12.86491 0.15
C 15.13057 10.18072 14.73054 0.48
O 14.43366 10.67889 15.53724 -0.62
N 15.21514 8.88329 14.48459 -0.41
N 15.85587 10.92503 13.82653 -0.24
H 15.36354 8.54650 13.54837 0.21
H 14.76081 8.20593 15.12172 0.29
H 15.86372 11.93497 13.86509 0.09
H 16.55926 10.44512 13.33718 0.19
C 16.68874 14.75280 12.19252 0.39
O 16.20632 13.85943 12.95375 -0.45
N 17.68181 15.56802 12.57276 -0.26
N 16.17552 14.80083 10.91039 -0.23
H 18.12761 15.35537 13.45056 0.04
H 18.14788 16.14230 11.91649 0.11
H 16.40284 15.48581 10.26122 0.27
H 15.23601 14.36454 10.66861 0.01
C 14.41948 20.92334 17.56624 0.90
O 13.12623 20.79585 17.37432 0.16
N 14.83338 21.75248 18.59068 -0.41
N 15.30710 20.24057 16.87244 0.33
H 15.79159 21.93734 18.55765 0.19
H 14.06185 22.16530 19.03322 0.25
H 15.18990 19.34228 16.37836 -0.47
H 16.35458 20.24297 16.92738 0.18
C 16.76085 23.14820 8.86122 0.60
O 16.52599 22.47072 7.87349 -0.75
N 17.88928 23.96934 8.79541 -0.52
N 16.04542 23.18908 10.02689 0.04
H 18.40258 24.21055 9.65900 0.24
H 18.43171 23.56704 8.06847 0.28
H 15.07061 23.24021 9.81788 -0.02
H 16.26767 23.91932 10.72683 0.29
C 17.83156 18.63730 10.39746 0.76
O 18.85172 18.23318 10.99860 -0.87
N 17.53348 18.21692 9.17533 -0.33
N 16.93092 19.50452 10.86086 0.17
H 16.63596 18.24656 8.69006 0.18
H 18.20669 17.57928 8.84432 0.24
H 16.13710 19.70599 10.25983 -0.09
H 17.04578 19.81998 11.79602 -0.02
C 11.54215 21.70384 11.62123 0.52
O 11.15270 20.55920 11.22298 -0.39
N 12.37923 22.48037 10.94191 0.18
N 11.09226 22.19975 12.74048 -0.15
H 12.83719 22.17581 10.09217 -0.18
H 12.51924 23.47906 11.16625 -0.07
H 10.71774 21.50274 13.39008 -0.02
H 11.51064 22.97476 13.21991 0.10
C 19.20371 16.37573 15.94116 0.38
O 17.96822 16.22122 15.81873 -0.45
N 20.04567 15.35387 15.93456 -0.48
N 19.78990 17.58788 16.01957 -0.28
H 19.65197 14.42563 15.82515 0.27
H 20.81534 15.39714 16.55605 0.18
H 19.17127 18.36277 16.29424 0.20
H 20.76851 17.70175 16.09668 0.14
C 15.54334 13.62427 17.43556 -0.01
O 15.21084 12.91274 18.35293 -0.71
N 15.14962 13.27192 16.17803 0.41
N 16.22751 14.74311 17.57041 0.25
H 15.02508 12.23605 16.03807 -0.03
H 15.45939 13.86655 15.40036 0.02
H 16.51839 15.23601 18.42983 0.25
H 16.31332 15.30817 16.70259 -0.07
C 10.03425 18.16066 17.39147 0.62
O 11.15926 18.69098 17.82803 -0.32
N 9.72761 18.28546 16.10666 0.41
N 9.24089 17.44154 18.22826 -0.41
H 10.45899 18.46122 15.34295 -0.21
H 8.89682 17.84093 15.76266 0.21
H 8.61565 16.76905 17.80747 0.12
H 9.62380 17.13403 19.11874 0.28
C 12.21145 24.43061 16.24288 0.47
O 12.40581 24.03963 15.10354 -0.47
N 12.68147 25.68841 16.65206 -0.50
N 11.53067 23.61430 17.08862 -0.10
H 13.57242 25.86114 16.20145 0.23
H 12.52719 26.01115 17.60252 0.21
H 11.35695 23.63205 18.07131 0.15
H 11.13976 22.73488 16.63965 -0.33
C 15.11891 9.19061 18.18285 0.72
O 14.82955 8.23118 17.53498 -0.61
N 14.26113 10.07010 18.85361 -0.38
N 16.42684 9.48905 18.58504 -0.50
H 14.65600 10.82473 19.38080 0.14
H 13.33315 10.27334 18.57009 0.24
H 17.16536 9.06633 18.04483 0.23
H 16.74063 10.38206 18.99614 0.22
C 8.45523 19.34331 12.74203 0.19
O 9.41932 19.06395 13.38074 0.03
N 8.47152 19.33796 11.35813 -0.44
N 7.25458 19.71945 13.34875 -0.45
H 9.34313 19.35900 10.95641 0.12
H 7.89024 19.89241 10.72617 0.24
H 7.30107 20.43398 14.02796 0.01
H 6.61412 19.90803 12.58266 0.21
```

no.,E_LUMO (eV)
1,0.46
2,0.88
3,-5.57
4,-2.34